ORCA calculation (wB97M-V/def2-TZVPD) on a structure of composition C29H44Br4GeN4O3STi.

CARTESIAN COORDINATES (ANGSTROEM)
Ti: 1.23 -0.83 -0.69
Br: 4.39 -1.01 5.58
C: 4.07 -0.77 3.73
C: 5.09 -0.46 2.85
Br: 6.86 -0.27 3.48
C: 4.81 -0.29 1.48
Br: 6.17 0.15 0.23
C: 3.52 -0.42 0.97
O: 3.18 -0.25 -0.25
C: 2.47 -0.75 1.89
O: 1.27 -0.85 1.36
C: 2.76 -0.90 3.23
Br: 1.28 -1.32 4.36
C: -3.05 1.08 4.56
C: -3.57 1.03 3.12
C: -2.55 1.51 2.09
C: -1.23 0.74 2.10
N: -1.42 -0.70 1.96
C: -1.57 -1.25 0.72
S: -1.58 -0.38 -0.71
N: -1.68 -2.59 0.73
C: -1.81 -3.43 -0.45
C: -3.22 -3.47 -1.03
C: -4.32 -3.94 -0.07
C: -4.88 -2.85 0.84
H: -3.84 0.81 5.27
H: -2.69 2.08 4.81
H: -2.22 0.38 4.71
H: -4.47 1.65 3.04
H: -3.86 0.01 2.88
H: -2.31 2.57 2.28
H: -2.98 1.46 1.09
H: -0.71 0.89 3.05
H: -0.58 1.12 1.32
H: -0.72 -1.21 2.50
H: -1.67 -3.03 1.64
H: -1.51 -4.43 -0.14
H: -1.09 -3.09 -1.20
H: -3.17 -4.15 -1.89
H: -3.48 -2.49 -1.42
H: -3.95 -4.78 0.53
H: -5.15 -4.35 -0.66
H: -4.12 -2.46 1.52
H: -5.71 -3.22 1.44
H: -5.23 -2.00 0.24
C: 1.38 3.85 1.68
C: 1.35 4.54 0.31
N: 0.01 4.64 -0.25
C: -0.75 5.76 0.28
C: -2.25 5.47 0.30
C: -0.13 4.47 -1.67
O: -0.68 5.37 -2.34
C: 0.34 3.24 -2.22
C: 0.40 3.03 -3.65
C: 0.91 1.85 -4.12
C: 1.35 0.85 -3.25
N: 1.12 0.98 -1.90
C: 0.65 2.11 -1.43
H: 2.39 3.83 2.07
H: 1.02 2.83 1.60
H: 0.74 4.38 2.40
H: 1.98 3.98 -0.38
H: 1.79 5.54 0.40
H: -0.56 6.66 -0.30
H: -0.40 5.93 1.30
H: -2.59 5.27 -0.71
H: -2.80 6.33 0.70
H: -2.46 4.60 0.92
H: 0.04 3.81 -4.30
H: 0.99 1.67 -5.19
H: 1.77 -0.10 -3.58
H: 0.45 2.14 -0.37
C: 4.04 -4.18 -2.51
Ge: 2.26 -3.46 -2.98
C: 2.59 -2.40 -4.61
C: 1.29 -5.07 -3.65
C: 1.36 -2.55 -1.60
H: 4.48 -4.77 -3.32
H: 3.96 -4.82 -1.62
H: 4.71 -3.35 -2.27
H: 3.03 -3.04 -5.38
H: 3.28 -1.58 -4.41
H: 1.66 -1.99 -5.01
H: 1.84 -5.56 -4.46
H: 0.31 -4.78 -4.03
H: 1.15 -5.78 -2.84
H: 1.23 -3.22 -0.72

Values from the calculation:
HOMO energy (spin up / spin down) in eV: 0.3 / -1.2
Kohn-Sham gap (spin up / spin down) in eV: 3.5838 / 5.0769
Energy above the lowest of the compared OMol25 structures with the same formula, charge and spin in kcal per mole: 39.4
2S+1: 3
<S²>: 2.04
Net charge: -2